(1)
48
Properties=species:S:1:pos:R:3:forces:R:3:mulliken_charge:R:1 method="wB97M-V/def2-TZVPD" total_charge=-1 lumo_ha=0.06006
S -1.7029 0.9649 -1.1242 0.6 -0.2 0.5 0.14
S -2.9248 -2.1766 0.1633 -1.8 -0.9 2.8 1.11
S -1.2418 -1.9279 2.3487 1.0 2.1 -0.3 1.24
S -1.1480 3.4319 -2.7188 0.6 -1.1 0.8 -0.21
O 0.1948 -1.6949 2.6397 -1.4 -0.8 -0.7 -0.75
O -2.0786 -0.8425 2.8964 0.4 -1.7 -0.6 -0.69
O -3.7794 -1.0238 0.4809 1.4 -0.3 -1.1 -0.64
O -3.5616 -3.4075 0.7152 1.0 0.8 -1.1 -0.76
N 0.7482 2.5552 -1.0879 -0.8 -1.7 0.6 0.46
N -1.3458 -2.0892 0.6898 -1.6 0.1 0.2 -0.40
N -0.5321 -3.9078 4.0914 -0.8 -0.6 -0.4 -0.64
C 1.7520 1.6890 -1.6761 2.7 -0.9 -1.1 -0.05
C 4.1854 1.5663 -2.4867 -1.7 -0.9 0.2 -0.51
C 3.9893 0.1837 -2.9177 -2.2 0.7 1.1 -0.46
C 1.5725 0.2983 -2.0653 1.7 0.5 -0.5 0.56
C 1.3452 4.0515 2.4160 -0.7 -2.5 -1.0 -0.57
C 0.5164 1.4556 1.2609 0.4 1.0 0.5 0.08
C 0.7953 2.5774 0.3711 0.6 1.1 3.3 -0.18
C -0.5923 2.3269 -1.6137 -0.6 1.0 -1.8 -0.16
C 1.0547 2.9021 3.2864 -0.1 0.2 -2.2 -0.42
C -2.9240 -2.3719 -1.6650 0.9 0.3 -0.6 -0.80
C 1.2036 3.8557 0.9819 -0.1 -0.7 0.8 -0.21
C -1.9764 -0.1027 -2.6205 0.8 0.3 -1.3 -0.74
C 3.0829 2.2973 -1.8801 -0.3 -1.5 -0.5 -0.18
C -1.6579 -3.5353 3.2372 0.0 0.2 0.8 -0.62
C -1.7102 -1.6281 -2.3651 -0.4 -0.7 0.4 -0.51
C 2.6801 -0.4422 -2.6794 0.9 2.0 0.2 -0.58
C 0.6420 1.6139 2.7076 0.5 2.3 -0.4 -0.63
H -2.9963 0.1226 -3.0317 0.9 -0.4 0.5 0.50
H -2.5166 -3.2691 3.9144 0.7 -0.2 -1.0 0.29
H 1.6880 5.0405 2.8125 -0.4 -1.1 -0.4 0.31
H 3.2361 3.3612 -1.5644 -0.3 -1.2 -0.3 0.31
H 0.2016 0.4650 0.8395 0.4 1.0 0.6 0.37
H -1.9564 -4.3296 2.5120 0.4 0.8 0.5 0.32
H 0.6037 -0.2172 -1.9046 0.9 0.5 0.0 -0.14
H -0.3428 -3.1901 4.7886 0.2 -0.2 -0.5 0.30
H -2.9050 -3.4701 -1.8751 0.1 0.9 0.4 0.31
H 1.4366 4.7396 0.3312 -0.3 -1.1 0.4 0.32
H -0.8031 -1.8270 -1.7246 -0.9 0.5 -0.6 0.25
H 2.5811 -1.5035 -3.0062 -0.2 1.0 0.5 0.34
H 0.2989 -4.1283 3.5435 -0.3 0.5 0.3 0.28
H 1.1578 3.0589 4.3855 -0.2 -0.4 -1.0 0.32
H -3.9026 -1.9663 -2.0484 0.9 -0.3 0.8 0.32
H 0.4228 0.8058 3.4426 0.1 0.4 -1.2 0.32
H -1.5024 -2.1727 -3.3339 -0.4 0.8 0.8 0.35
H -1.2369 0.2292 -3.4080 -0.8 -0.1 0.8 0.41
H 5.1740 2.0674 -2.6383 -1.1 -0.5 0.2 0.31
H 4.7752 -0.4353 -3.4203 -0.7 0.9 0.6 0.32

=====

(2)
12
Properties=species:S:1:pos:R:3:forces:R:3:mulliken_charge:R:1 method="wB97M-V/def2-TZVPD" total_charge=0 lumo_ha=-0.00530 relative_energy_ev=3.3445
P -0.5903 -1.2695 -0.3600 0.2 0.4 -1.2 0.49
F 1.8623 -1.7481 -0.3671 0.2 0.3 -0.4 -0.17
O -1.8764 -1.2729 0.3492 0.2 -0.2 0.3 -0.59
O -0.0610 0.4447 -2.2690 0.2 -0.3 -3.4 -0.42
N 0.7772 -1.8602 0.5154 -0.8 -5.3 0.6 -0.29
C -0.0352 1.5941 -0.2178 -0.1 -1.4 1.7 -0.87
C -0.0859 0.3858 -1.1038 -0.3 0.4 3.0 0.54
H -0.7684 2.3233 -0.6534 0.8 -0.4 1.0 0.27
H -0.4773 -1.9190 -1.5859 -0.3 -0.5 -0.2 0.11
H -0.2004 1.1282 0.8234 -0.7 1.5 -1.2 0.28
H 0.9995 1.9220 -0.0976 -0.1 0.5 -0.6 0.30
H 0.5868 -3.2035 0.4959 0.6 5.1 0.3 0.35

=====

(3)
75
Properties=species:S:1:pos:R:3:forces:R:3:mulliken_charge:R:1 method="wB97M-V/def2-TZVPD" total_charge=+1 lumo_ha=-0.14942
I 4.7253 -2.3164 0.3958 -0.1 -0.4 0.0 0.40
Br 5.4804 4.2250 -2.3805 0.0 0.0 -0.1 -0.21
Cl 7.8064 -0.8549 -0.3741 -0.1 0.0 0.0 -0.08
P 4.2580 3.4582 -0.6847 0.1 0.0 0.2 0.14
O -4.1197 2.0820 -1.1257 0.1 0.0 -0.1 -0.44
O 7.4444 2.0472 -0.9040 0.1 0.1 -0.2 -0.29
O 4.9725 4.1951 0.5959 0.2 -0.1 -0.3 -0.47
O -9.0973 0.9914 -0.5687 0.0 0.0 0.0 -0.41
O 3.6500 -5.7743 0.5472 0.2 0.3 0.0 -0.40
N 6.3387 1.3591 -0.5674 0.0 -0.2 0.3 0.24
N 5.1683 -0.3732 -0.0395 0.0 0.0 0.0 -0.45
C 4.2876 0.7016 -0.1191 0.0 -0.1 -0.1 1.11
C 2.6275 -5.8330 1.5347 -0.1 0.0 0.1 -0.22
C -2.1753 2.7600 0.2041 -0.1 0.0 0.1 -0.48
C 1.9116 0.9858 -1.0434 0.0 -0.1 -0.1 -0.97
C 5.0252 1.8080 -0.4557 -0.2 -0.1 0.0 -0.44
C -5.0801 3.0691 -1.4474 -0.1 0.1 -0.1 -0.65
C -8.1970 1.0540 0.5195 0.1 0.0 0.1 -0.40
C 1.9416 -7.1819 1.6392 0.1 0.0 -0.1 -1.18
C -10.8084 -0.3796 0.5596 0.0 0.1 0.0 -1.02
C 9.4840 2.9317 -0.0406 0.0 0.1 0.3 -1.17
C 2.2552 -5.0133 -1.3103 0.1 -0.1 0.2 -0.69
C 0.7092 1.8126 -0.5970 0.0 0.1 0.0 -0.48
C -0.2334 1.0770 0.3544 -0.2 -0.1 0.1 -0.31
C -1.1945 1.9999 1.1140 0.0 -0.1 -0.1 -1.18
C 7.9890 2.8553 0.1922 0.1 -0.1 0.0 0.02
C -3.5837 2.1396 0.1799 -0.1 -0.1 0.0 -0.55
C -7.1717 -0.0677 0.5490 0.0 0.0 -0.1 -1.03
C -9.9056 -0.1707 -0.6436 0.0 -0.1 0.0 -0.33
C 2.8217 0.5607 0.1361 -0.1 0.2 0.0 -0.69
C 3.2439 -6.0393 -0.7891 0.0 -0.1 -0.2 -0.42
C 6.4035 0.0546 -0.3191 0.0 0.2 0.0 0.31
H 1.3074 -5.0308 -0.7721 0.0 0.0 0.0 0.25
H -8.7383 1.1048 1.4713 0.0 -0.1 0.0 0.32
H -1.7650 1.3787 1.8137 0.0 0.1 0.0 0.48
H -6.0922 2.6587 -1.3733 0.0 0.0 0.1 0.14
H -7.6350 -1.0452 0.6874 0.0 0.0 0.0 0.38
H 10.0058 2.1187 0.4663 0.0 0.0 -0.2 0.30
H -0.8201 0.3398 -0.2093 0.1 0.0 0.0 0.25
H 9.8607 3.8688 0.3736 0.0 -0.1 -0.1 0.37
H -11.4522 0.4875 0.7104 0.0 0.0 0.0 0.29
H 2.6707 -7.9670 1.8401 0.0 0.0 0.0 0.30
H 2.0446 -5.1682 -2.3677 0.1 0.0 0.0 0.40
H 4.1666 -5.9837 -1.3675 0.0 0.0 0.0 0.34
H -4.9994 3.9480 -0.7998 0.0 -0.1 0.0 0.37
H -11.4380 -1.2553 0.3994 0.0 0.0 0.0 0.39
H -4.9219 3.3967 -2.4772 0.0 -0.1 0.1 0.27
H 7.5052 3.8288 0.1536 0.0 0.0 0.0 0.23
H -1.8300 2.7549 -0.8322 0.0 0.1 0.1 0.26
H -2.2419 3.7996 0.5345 0.0 0.0 -0.2 0.39
H 1.4023 -7.4425 0.7282 0.0 0.0 0.0 0.29
H 1.8865 -5.0410 1.3717 0.0 0.0 0.0 0.29
H -10.2414 -0.5453 1.4766 0.0 0.0 0.0 0.27
H -9.2886 -1.0601 -0.8167 0.0 0.0 0.0 0.30
H 9.7160 2.9026 -1.1052 0.0 0.1 0.0 0.32
H -4.2602 2.7005 0.8355 0.0 -0.1 0.0 0.40
H -7.6837 2.0092 0.3999 0.0 0.0 0.0 0.32
H 2.8609 -7.0580 -0.8988 0.0 0.0 0.1 0.30
H 2.4915 1.5553 -1.7750 -0.1 -0.1 0.0 0.49
H -0.6092 2.6932 1.7275 0.0 0.0 -0.1 0.42
H -6.4784 0.0893 1.3770 0.0 0.0 0.0 0.36
H 7.7428 2.3548 1.1321 0.0 0.1 0.0 0.34
H 0.1604 2.1262 -1.4894 0.1 0.0 0.1 0.43
H 2.7193 -4.0415 -1.1586 -0.2 0.3 -0.2 0.00
H 1.5610 0.0822 -1.5523 0.1 0.1 0.0 0.43
H 0.3387 0.5024 1.0933 0.0 0.1 0.0 0.33
H 3.1379 -5.6056 2.4710 0.0 0.0 0.0 0.35
H 1.0707 2.7377 -0.1272 0.0 -0.1 0.0 0.21
H 5.1250 5.1361 0.4334 -0.1 0.0 0.1 0.37
H 2.5740 1.1502 1.0262 0.0 0.0 -0.1 0.38
H 2.6122 -0.4769 0.3953 0.0 0.1 0.1 0.12
H -10.5107 -0.0261 -1.5384 0.0 0.0 0.0 0.33
H 1.2190 -7.1635 2.4551 0.0 0.0 0.0 0.40
H -6.6017 -0.0891 -0.3815 0.0 0.0 0.0 0.25
H -3.5486 1.1114 0.5577 0.0 0.0 -0.1 0.33

=====

(4)
23
Properties=species:S:1:pos:R:3:forces:R:3:mulliken_charge:R:1 method="wB97M-V/def2-TZVPD" total_charge=+1 lumo_ha="-0.13532 / -0.15333" relative_energy_ev=5.6915
N 0.7460 1.8440 0.9212 -1.8 -0.9 0.2 -0.30
N -0.6001 -0.5728 0.4686 0.1 -1.2 2.0 0.15
C -0.4932 0.5250 -1.7642 -3.1 3.6 -1.5 -1.23
C 1.5672 -0.5669 -0.8217 -1.0 -3.0 1.6 -1.48
C -0.7545 -2.1054 0.5380 -0.9 -1.5 -1.4 -0.73
C -1.8511 0.0939 0.9081 -1.9 -1.1 -3.4 -1.11
C 0.1403 -0.0580 -0.6563 2.8 -1.3 1.1 0.57
C 1.7652 2.4578 1.1426 2.3 2.0 1.1 -0.26
H -1.8907 -0.1034 1.9266 -0.7 -0.2 1.8 0.47
H 1.7069 -1.6434 -1.2830 -0.7 2.0 0.3 0.32
H -0.7810 -0.1825 -2.5122 -0.8 -0.9 -0.5 0.36
H 0.2059 -2.6221 0.6006 0.1 0.6 0.3 0.34
H -1.4330 -2.5289 1.3554 0.9 1.3 -1.0 0.34
H 2.7010 2.3820 0.5897 0.1 -0.4 -0.6 0.25
H -1.1519 -2.4850 -0.4644 0.2 0.9 1.3 0.35
H 2.0810 -0.7492 0.1756 -0.4 0.9 -1.1 0.35
H -1.4126 1.2473 -1.5161 1.8 -1.8 -0.4 0.28
H 1.9455 3.2409 1.9610 -0.9 -0.9 -0.6 0.26
H 1.9822 0.1628 -1.4540 1.3 0.6 -0.6 0.46
H -2.7147 -0.3352 0.3029 1.0 0.4 1.1 0.38
H 0.1304 1.1795 -2.3941 0.4 -0.1 0.7 0.40
H -1.8181 1.1213 0.6710 0.3 1.1 0.1 0.41
H -0.0710 -0.3018 1.3048 0.9 -0.3 -0.4 0.43

=====

(5)
62
Properties=species:S:1:pos:R:3:forces:R:3:mulliken_charge:R:1 method="wB97M-V/def2-TZVPD" multiplicity=7 total_charge=-2 lumo_ha="0.14659 / 0.11654" s2=12.03
Eu 1.3169 -1.6423 0.2745 2.1 -2.6 0.0 0.01
As 4.3229 -3.8263 0.2268 -1.0 2.2 -8.3 0.45
S 2.1612 -4.2297 0.2745 -0.4 -2.0 -0.7 -0.13
S 5.0395 -4.3469 1.8666 3.0 -2.7 7.5 -0.44
S 5.4507 -4.6457 -1.5560 -1.4 0.7 1.3 -0.65
S 4.0386 -1.6457 0.2745 0.7 0.3 -0.1 -0.46
S 1.9138 0.1949 -3.9392 0.2 0.7 -0.7 -0.35
P -0.7914 -0.1100 0.3531 -2.2 0.9 1.0 2.01
O 1.8660 -2.8543 2.6544 0.5 -0.3 -0.2 -0.50
N 1.2533 -1.5961 2.6635 0.0 0.7 0.4 -0.01
N 2.0489 0.6107 0.1262 0.8 1.6 -0.7 0.34
C -1.0336 3.1173 -2.2327 0.2 -0.2 0.3 -0.72
C -4.5894 -1.3891 -0.7259 0.3 -0.1 -0.1 -0.73
C 0.1656 2.5071 0.1985 -1.8 0.7 0.0 -0.73
C -1.3670 -0.3601 4.4505 -1.3 0.8 0.3 -0.55
C -1.9622 -1.7160 -1.5640 -0.4 0.0 -0.2 0.27
C 1.7940 -0.1740 -2.2350 -0.3 -0.5 -0.5 0.60
C -3.5504 -0.7457 -0.0435 0.0 0.0 -0.2 -0.47
C 2.5580 2.1773 -1.6074 0.5 0.5 0.3 -0.92
C -2.2182 0.7096 4.7140 0.8 -1.4 0.8 -0.58
C 1.4093 -1.3580 -4.4311 -0.1 -0.2 0.1 -0.37
C 2.1428 0.8995 -1.2131 0.0 -0.8 -0.2 0.76
C -4.3134 -2.1924 -1.8290 -0.1 0.1 0.2 -0.45
C -2.6114 1.5468 3.6762 -0.3 0.8 -1.5 -0.92
C -1.3124 0.2261 2.0684 -0.4 1.7 -1.0 0.23
C -0.9047 -0.5900 3.1449 1.4 -2.3 0.3 0.30
C 1.3627 -1.5013 -2.1431 0.1 0.6 1.9 -0.19
C 0.3544 3.7665 -0.3781 -1.0 -0.4 0.2 -0.74
C -2.1643 1.3077 2.3724 -0.1 0.0 0.5 -0.26
C -2.2187 -0.8917 -0.4511 -1.0 -0.1 -0.9 0.24
C 2.8726 3.1455 -0.6494 0.5 -0.9 -0.4 -0.58
C -0.6428 1.5333 -0.4179 -0.4 0.9 -0.1 0.10
C 2.7718 2.8354 0.6967 1.3 -0.2 -0.1 -0.61
C 0.0113 -1.7387 3.0045 -1.9 0.7 0.9 -1.05
C -1.2277 1.8598 -1.6501 0.1 0.3 -0.2 -0.74
C -2.9985 -2.3568 -2.2486 0.3 0.3 0.2 -0.82
C -0.2460 4.0712 -1.5948 -0.1 0.0 0.0 -0.81
C 1.1432 -2.1769 -3.3638 0.4 1.2 -0.4 -0.77
C 2.3585 1.5634 1.0326 1.2 -1.2 -0.6 -0.72
H -3.2712 2.3882 3.8748 0.1 -0.1 -0.1 0.37
H 0.8100 -3.2025 -3.4523 0.0 0.0 0.1 0.46
H -0.4076 -2.7287 3.2617 0.7 0.4 0.3 0.32
H -1.4920 3.3441 -3.1917 0.0 -0.1 0.1 0.38
H -0.9416 -1.8651 -1.9137 -0.2 0.1 0.2 -0.07
H -5.6155 -1.2611 -0.3916 0.1 0.0 0.0 0.38
H 2.7700 -2.6406 2.3572 0.4 -0.2 0.3 0.28
H -2.5660 0.8948 5.7269 0.1 0.0 0.0 0.35
H -3.8159 -0.1297 0.8095 0.2 0.0 0.0 0.35
H -1.0458 -1.0013 5.2685 0.0 0.0 -0.2 0.40
H -0.0918 5.0453 -2.0510 0.0 -0.1 0.0 0.36
H 0.6681 2.2903 1.1402 -1.5 0.4 -0.4 1.09
H 3.0087 3.5645 1.4628 0.0 -0.1 0.0 0.37
H -0.3880 -2.8814 0.2745 -0.2 0.1 0.3 -0.06
H 2.6489 2.4570 -2.6509 -0.1 -0.3 0.0 0.37
H -1.8362 1.1403 -2.1921 0.1 0.0 0.2 0.40
H 0.9806 4.5015 0.1209 -0.3 -0.1 -0.1 0.65
H 2.2601 1.2607 2.0711 0.0 -0.1 0.0 0.58
H 1.3319 -1.5963 -5.4831 0.1 0.1 0.0 0.43
H -5.1217 -2.6907 -2.3573 0.1 0.0 0.1 0.34
H -2.5095 1.9786 1.5867 0.2 -0.1 0.0 0.42
H -2.7735 -2.9846 -3.1072 0.0 0.1 0.1 0.42
H 3.1942 4.1353 -0.9617 -0.1 -0.1 0.0 0.36

=====

Table of E (Eh), in record order: -2717.691599; -725.536574; -4984.595530; -346.703412; -6543.681690